Record 1
96
Properties=species:S:1:pos:R:3:lowdin_spin:R:1 method="wB97M-V/def2-TZVPD" relative_energy_kcal_mol=0.0 gap_ev="8.36 / 8.66" spin_multiplicity=4 s_squared=3.8120
Cr 0.1723 -0.5646 0.1713 2.97
C 6.2130 1.3609 0.6673 0.00
C 5.8879 -0.0881 0.9986 0.00
N 4.5888 -0.2643 1.6575 0.01
C 4.5817 -0.4072 3.1107 0.00
C 4.4093 0.9128 3.8496 0.00
C 3.4544 -0.2324 0.9317 0.00
S 1.9656 -0.3908 1.7743 0.00
N 3.6527 -0.0590 -0.3810 0.01
C 2.7134 0.1359 -1.2929 0.01
O 1.4559 0.1628 -1.1593 0.02
C 3.2493 0.3880 -2.6705 0.00
C 4.5879 0.1343 -2.9674 0.00
C 5.0721 0.3393 -4.2484 0.00
C 4.2280 0.8115 -5.2450 0.00
C 2.9005 1.0848 -4.9516 0.00
C 2.4135 0.8711 -3.6716 0.00
H 7.1953 1.4220 0.1961 0.00
H 6.2302 1.9818 1.5630 0.00
H 5.4751 1.7643 -0.0243 0.00
H 6.6356 -0.5006 1.6763 0.00
H 5.8945 -0.6881 0.0914 0.00
H 5.5271 -0.8745 3.3877 0.00
H 3.7857 -1.0984 3.3831 0.00
H 5.2391 1.5909 3.6500 0.00
H 4.3701 0.7349 4.9252 0.00
H 3.4819 1.4001 3.5505 0.00
H 5.2364 -0.2281 -2.1833 0.00
H 6.1110 0.1324 -4.4711 0.00
H 4.6063 0.9685 -6.2471 0.00
H 2.2396 1.4661 -5.7194 0.00
H 1.3870 1.1047 -3.4391 0.00
C -0.6550 1.1420 0.9495 -0.06
Si -1.9936 0.6556 2.1106 -0.01
C -1.2807 -0.9393 2.8689 0.00
N -0.9180 -1.8691 1.7661 -0.01
C 0.0145 -2.9293 2.2366 0.00
C -0.6971 -4.0290 3.0095 0.00
C -1.6236 -4.8156 2.0706 0.00
C -2.0014 -3.9566 0.8608 0.00
C -2.1763 -2.4964 1.2391 0.00
C -3.6127 0.3440 1.2036 0.00
C -3.7580 0.6945 -0.1389 0.00
C -4.9585 0.4932 -0.8095 0.00
C -6.0408 -0.0610 -0.1437 0.00
C -5.9196 -0.4118 1.1955 0.00
C -4.7187 -0.2065 1.8569 0.00
C -2.3408 1.8603 3.5114 0.00
C -1.3765 2.0659 4.5030 0.00
C -1.5903 2.9554 5.5452 0.00
C -2.7810 3.6660 5.6146 0.00
C -3.7483 3.4833 4.6378 0.00
C -3.5280 2.5882 3.5990 0.00
H 0.1184 1.6702 1.5149 0.00
H -0.9876 1.8118 0.1558 0.00
H -1.9169 -1.4248 3.6187 0.00
H -0.3557 -0.6467 3.3780 0.00
H 0.7847 -2.4522 2.8360 0.00
H 0.5130 -3.3541 1.3605 0.00
H -1.2654 -3.5783 3.8270 0.00
H 0.0415 -4.6830 3.4758 0.00
H -2.5244 -5.1248 2.6054 0.00
H -1.1336 -5.7312 1.7331 0.00
H -2.9399 -4.3051 0.4252 0.00
H -1.2499 -4.0296 0.0733 0.00
H -2.9494 -2.4203 2.0121 0.00
H -2.5081 -1.9282 0.3777 0.00
H -2.9128 1.1070 -0.6797 0.00
H -5.0475 0.7636 -1.8549 0.00
H -6.9770 -0.2196 -0.6638 0.00
H -6.7619 -0.8441 1.7211 0.00
H -4.6426 -0.4813 2.9049 0.00
H -0.4331 1.5302 4.4607 0.00
H -0.8291 3.0965 6.3023 0.00
H -2.9524 4.3611 6.4268 0.00
H -4.6774 4.0377 4.6840 0.00
H -4.2965 2.4546 2.8462 0.00
Cl -0.5699 2.4595 -2.3498 0.00
C -1.7217 3.4941 -3.1990 0.00
Cl -1.2851 3.7268 -4.9000 0.00
H -1.7369 4.4651 -2.7194 0.00
H -2.6970 3.0226 -3.1670 0.00
C -2.5002 -2.5447 -2.3526 0.00
C -1.0678 -2.0034 -2.3344 0.01
C -0.9642 -0.8493 -3.3225 0.00
C -0.0768 -3.1021 -2.7207 0.00
O -0.7609 -1.5904 -1.0251 0.04
H -2.8491 -2.6856 -3.3780 0.00
H -3.1670 -1.8332 -1.8609 0.00
H -2.5708 -3.5025 -1.8358 0.00
H -1.1089 -1.2051 -4.3449 0.00
H 0.0149 -0.3843 -3.2480 0.00
H -1.7248 -0.0967 -3.1072 0.00
H -0.2664 -3.4708 -3.7314 0.00
H -0.1527 -3.9420 -2.0276 0.00
H 0.9412 -2.7086 -2.6818 0.00

Record 2
5
Properties=species:S:1:pos:R:3:nbo_charge:R:1 method="wB97M-V/def2-TZVPD" relative_energy_kcal_mol=187.9 gap_ev="6.49 / 6.50"
O 0.6225 1.3626 -0.6491 -0.26
F 1.2606 2.2318 0.1158 -0.15
P -0.1572 -0.8265 0.8466 0.42
I -2.3012 -1.1375 -0.1386 0.01
H 0.5752 -1.6304 -0.1746 -0.01

Record 3
20
Properties=species:S:1:pos:R:3:nbo_charge:R:1 method="wB97M-V/def2-TZVPD" relative_energy_kcal_mol=55.2 gap_ev=9.99
C -3.8454 1.2769 -0.8216 -0.73
C -2.4559 0.8491 -0.2477 0.81
O -1.9881 -0.2467 -0.9286 -0.73
O -1.8075 1.2730 0.6347 -0.62
H -4.1308 0.5301 -1.5739 0.24
H -3.8699 2.2542 -1.3453 0.24
H -4.5483 1.4242 0.0252 0.24
C 1.9676 -1.8780 -0.8536 -0.43
C 1.7523 -0.1078 0.9801 0.61
N 0.5202 -0.0712 0.8364 -0.83
N 2.6886 -0.7937 0.0057 -0.68
N 2.5008 0.4837 1.9473 -0.83
H -0.9110 -0.0674 -0.5923 0.52
H -0.2555 0.4745 1.2229 0.43
H 3.0726 -0.0887 -0.6962 0.37
H 3.5152 0.3753 1.9593 0.40
H 2.1647 0.6488 2.8728 0.39
H 1.2627 -1.3910 -1.5863 0.19
H 1.5022 -2.7667 -0.2840 0.22
H 2.8653 -2.1787 -1.5551 0.20

Record 4
83
Properties=species:S:1:pos:R:3:lowdin_charge:R:1 method="wB97M-V/def2-TZVPD" smiles="C#CC[C@H]1C(=O)O[C@@](CCCN)(C(F)(F)C(F)F)[C@H]1CCCS(=O)(=O)O.CC#N.CC#N.CC#N.CC#N.CC#N.CC#N" gap_ev=9.91
C 1.1381 0.4461 4.0702 0.13
C 0.4370 1.0974 3.3485 -0.13
C -0.3338 1.9371 2.4418 -0.15
C -1.3837 1.1727 1.6398 -0.14
C -2.2532 2.1799 0.9130 -0.44
O -2.3316 3.3577 1.0830 0.16
O -2.9625 1.5315 -0.0233 0.09
C -2.3350 0.2450 -0.3356 -0.22
C -3.2578 -0.7992 0.2883 -0.10
C -2.7051 -2.2347 0.3668 -0.17
C -2.5163 -2.7568 1.8113 -0.28
N -2.9089 -4.1310 2.0554 0.00
C -2.4157 0.2130 -1.9197 -0.36
F -3.1888 1.2287 -2.3556 0.14
F -1.2229 0.3721 -2.5269 0.12
C -3.0394 -1.0761 -2.5270 -0.28
F -2.6748 -1.1453 -3.8326 0.08
F -4.3865 -0.9820 -2.4802 0.09
C -0.9715 0.2868 0.4499 -0.14
C 0.3388 0.6526 -0.2583 -0.12
C 1.6312 0.4739 0.5324 -0.19
C 1.8543 -0.9319 1.0909 -0.22
S 2.8121 -1.9771 0.0371 0.59
O 3.9264 -1.2352 -0.4593 -0.27
O 3.0310 -3.2300 0.6971 -0.27
O 1.8068 -2.2486 -1.1667 -0.15
H 1.7601 -0.0888 4.7447 0.02
H 0.3413 2.4883 1.7960 0.13
H -0.8766 2.6684 3.0329 0.10
H -1.9862 0.6132 2.3483 0.16
H -3.4726 -0.4610 1.2957 0.12
H -4.2124 -0.7765 -0.2245 0.12
H -1.7338 -2.2920 -0.1239 0.10
H -3.3566 -2.9407 -0.1412 0.11
H -1.4722 -2.6622 2.1037 0.11
H -3.0774 -2.1293 2.5009 0.11
H -2.3630 -4.7919 1.5223 0.07
H -3.8913 -4.2786 1.8761 0.07
H -2.7059 -1.9895 -2.0505 0.15
H -0.8108 -0.7100 0.8578 0.11
H 0.2842 1.6643 -0.6572 0.14
H 0.4309 0.0004 -1.1083 0.10
H 1.7752 1.1823 1.3359 0.09
H 2.4416 0.6711 -0.1652 0.11
H 0.9535 -1.4808 1.3421 0.10
H 2.4608 -0.8927 1.9897 0.10
H 1.7469 -3.2144 -1.2459 0.10
C -1.2018 5.0322 5.1095 -0.05
C -1.5388 3.6678 5.4891 -0.26
N -1.8295 2.5857 5.7349 0.15
H -0.8713 5.5889 5.9840 0.08
H -0.4038 5.0207 4.3695 0.08
H -2.0759 5.5191 4.6825 0.09
C 7.1055 -0.5838 -0.9919 -0.07
C 8.1037 0.3785 -0.5497 -0.26
N 8.8886 1.1384 -0.2004 0.13
H 6.3378 -0.0811 -1.5752 0.08
H 7.5785 -1.3481 -1.6050 0.09
H 6.6343 -1.0550 -0.1326 0.08
C 0.1671 1.0556 7.9074 -0.07
C 1.0121 -0.0991 7.6466 -0.29
N 1.6637 -1.0113 7.4035 0.12
H 0.7740 1.9069 8.2101 0.08
H -0.3860 1.3071 7.0059 0.02
H -0.5400 0.8209 8.7007 0.09
C -6.1305 -0.3089 -5.2637 -0.07
C -7.2715 -0.6767 -6.0913 -0.29
N -8.1501 -0.9835 -6.7610 0.13
H -6.4403 -0.2016 -4.2266 0.08
H -5.3645 -1.0814 -5.3207 0.06
H -5.7132 0.6357 -5.6075 0.09
C 11.0899 2.6460 -2.2784 -0.08
C 11.5684 2.1083 -3.5443 -0.29
N 11.9394 1.6853 -4.5435 0.12
H 11.9252 2.7787 -1.5941 0.08
H 10.6107 3.6085 -2.4465 0.08
H 10.3710 1.9653 -1.8287 0.03
C -4.4739 -2.1880 -8.2003 -0.07
C -3.7996 -2.9220 -7.1385 -0.29
N -3.2695 -3.4841 -6.2914 0.13
H -5.4017 -2.6903 -8.4665 0.09
H -4.7054 -1.1819 -7.8562 0.07
H -3.8349 -2.1246 -9.0784 0.08

no.,calculated total energy (Ha)
1,-4369.1702
2,-814.5204
3,-473.7148
4,-2609.2470